Record 1
Formula: C4H9NO3
Source: the OMol25 dataset
Level of theory: ωB97M-V with the def2-TZVPD basis set

* relative energy (zero: lowest compared OMol25 entry of this formula, charge and spin): 311.6 kJ/mol
* Kohn-Sham gap: 9.47 eV
* strongest force on any atom: 5.30 eV/A
* molar mass: 119.1 g mol⁻¹

```
! wB97M-V def2-TZVPD RIJCOSX def2/J DEFGRID3
* xyz 0 1
C 0.6413 1.2395 -1.3674
C 1.3256 -1.1033 0.5474
C 0.0621 -0.8503 -0.2261
O 1.3307 2.0001 -0.4137
O -0.4497 -1.6662 -0.9893
H 0.7261 2.2002 0.3210
H -0.0002 1.8715 -1.9901
H 1.3464 0.6815 -1.9806
H 1.1181 -1.5794 1.5070
H 1.9906 -1.7504 -0.0295
H 1.8629 -0.1767 0.7406
N -2.3005 -0.6291 0.7361
C -1.0948 -0.0444 0.8790
O -0.7865 0.8486 1.6421
H -2.3856 -1.3877 0.0680
H -3.1011 -0.2927 1.2509
H -0.2856 0.6388 -0.6954
*
```

---

Record 2
Formula: C11H13F2N3O2S2SbSe4Zr
Source: the OMol25 dataset
Level of theory: ωB97M-V with the def2-TZVPD basis set

* relative energy (zero: lowest compared OMol25 entry of this formula, charge and spin): 0.0 kJ/mol
* Kohn-Sham gap: 6.39 eV
* strongest force on any atom: 0.57 eV/A
* molar mass: 850.2 g mol⁻¹

```
! wB97M-V def2-TZVPD RIJCOSX def2/J DEFGRID3
* xyz -1 1
Zr 0.3000 0.3521 0.0669
C 1.8400 -0.4817 3.4816
C 0.3625 -0.2960 3.4345
N -0.3612 -0.0502 2.3721
C -1.7045 -0.0082 2.6744
C -1.9998 -0.1647 3.9895
S -0.5632 -0.4603 4.8590
C -2.6635 0.0931 1.5806
C -4.0088 -0.0001 1.7187
S -4.7320 0.0239 0.1790
C -3.1983 0.1729 -0.5679
N -2.2018 0.2080 0.2835
C -3.1535 0.2049 -2.0565
H 2.1623 -1.0385 2.6012
H 2.1129 -1.0510 4.3694
H 2.3491 0.4813 3.5066
H -2.9649 -0.1670 4.4648
H -4.5787 -0.1159 2.6239
H -4.1643 0.3375 -2.4437
H -2.7478 -0.7387 -2.4314
H -2.5104 1.0046 -2.4111
Se 2.5114 -3.2951 -2.4744
Sb 0.2538 -2.5404 -2.1306
Se -0.0879 -2.3153 0.3679
Se 0.1373 -0.0187 -2.5843
Se -1.6851 -3.5264 -3.1573
N 2.5553 -0.1927 -0.5609
C 3.5846 0.5278 0.1906
C 2.9612 1.4103 1.2660
O 3.6428 2.0267 2.0543
O 1.6525 1.3885 1.2705
H 2.6348 -1.2076 -0.4687
H 2.6230 -0.0370 -1.5614
H 4.1654 1.1748 -0.4670
H 4.2876 -0.1506 0.6747
F -0.9419 2.8564 0.8405
C -0.6229 2.4020 -0.4643
F 0.4361 3.2254 -0.8534
H -1.4726 2.6807 -1.0931
*
```

---

Record 3
Formula: C5H10N2
Source: the OMol25 dataset
Level of theory: ωB97M-V with the def2-TZVPD basis set

* relative energy (zero: lowest compared OMol25 entry of this formula, charge and spin): 499.9 kJ/mol
* Kohn-Sham gap (spin up / spin down): 7.10 / 7.10 eV
* strongest force on any atom: 4.68 eV/A
* molar mass: 98.1 g mol⁻¹

```
! wB97M-V def2-TZVPD RIJCOSX def2/J DEFGRID3
* xyz 0 1
C -1.6614 1.5397 -1.5203
C -0.4074 1.0675 -1.4920
C 1.0465 -0.7887 -0.3232
C -0.2319 -0.1682 -0.8978
C 0.9253 0.2362 0.7017
N 0.5815 -1.4839 2.4784
N 0.2941 -0.1515 1.8717
H -1.6716 2.5045 -1.8472
H -2.4176 0.9880 -1.0558
H 0.3603 1.5898 -2.0279
H 0.9557 -1.8952 0.0013
H 1.8548 -0.6742 -0.9733
H -1.0912 -0.6805 -0.4930
H 0.7751 1.3600 0.4687
H 0.1985 -2.2663 1.8946
H 1.6095 -1.6472 2.5538
H 0.0249 0.6104 2.4932
*
```

---

The lowest molar mass belongs to which entry?
C5H10N2